No. 1
Entry from OMol25: C45H37GeN3O2P2Pb as an isolated structure (ωB97M-V/def2-TZVPD).

Structure (ORCA input):
```
! RIJCOSX wB97M-V def2-TZVPD def2/J DEFGRID3
* xyz 1 2
H 6.497 4.375 -1.648
C 3.237 -5.168 -3.544
H 1.029 1.921 -2.557
C 1.150 3.215 4.376
C -4.394 1.583 -1.709
C -2.936 4.645 2.399
C 4.398 4.028 -1.846
C -3.642 -4.254 -2.240
H -0.972 -2.978 2.264
C 1.649 3.510 2.042
C -2.557 2.590 3.588
H -1.972 -2.997 -2.703
H -4.607 0.812 -0.981
H 1.559 -6.219 -4.366
C -5.008 2.892 -3.624
H -3.553 4.313 -4.296
C -1.699 -4.011 -0.838
C 3.650 -4.224 -2.617
H 1.780 4.163 1.195
O 2.407 -0.110 0.452
C 1.711 1.314 3.024
C -2.678 4.007 1.200
H 3.955 -5.646 -4.193
P 2.164 1.359 0.311
C -0.365 2.410 -0.870
C 0.268 -4.052 3.639
H -1.727 -5.150 0.978
C 4.783 1.934 -0.069
H 1.282 1.207 5.112
Pb -0.014 -0.870 0.852
H -0.322 -3.770 4.499
C -3.171 2.244 -1.657
C 0.301 1.517 -1.865
H 6.852 2.461 -0.131
C 5.860 2.690 -0.489
C 1.774 -4.772 1.421
C 1.380 -3.958 -1.862
C -2.866 3.941 3.592
H -3.933 -6.133 0.553
H -5.725 3.140 -4.391
H -3.182 5.694 2.401
C -2.404 -3.691 -1.993
C 5.664 3.755 -1.354
C 3.503 2.238 -0.524
N 0.650 1.433 -0.460
H 1.601 -5.301 4.754
H 3.048 -2.869 -1.071
O -1.955 0.290 -0.136
H -4.175 -4.001 -3.144
H 4.694 -3.958 -2.543
C -0.066 -3.574 2.382
H -2.115 0.877 2.369
C -2.870 3.236 -2.585
H -2.713 4.545 0.266
C -2.266 -4.889 0.077
N 1.246 5.579 -0.676
C -5.310 1.912 -2.692
C 2.727 -3.615 -1.787
H 0.888 3.637 5.335
C -3.507 -5.449 -0.166
H -1.928 3.760 -2.536
C 1.366 1.852 4.251
C 0.676 -3.934 1.256
C -4.199 -5.132 -1.323
H 4.920 1.107 0.610
H -6.261 1.403 -2.730
C 0.550 4.647 -0.751
H -5.170 -5.567 -1.509
Ge 0.105 -3.227 -0.527
C 2.093 -5.272 2.671
C 0.968 -4.888 -2.809
H -2.494 2.039 4.514
H 2.357 -5.057 0.557
C -2.380 2.649 1.198
H 1.930 0.258 2.930
H 1.170 5.107 3.369
N -0.349 3.760 -0.830
C -2.324 1.940 2.391
C 1.893 -5.493 -3.642
C -3.789 3.550 -3.571
H 4.243 4.841 -2.539
P -2.018 1.779 -0.344
C 1.821 2.139 1.909
H -0.266 0.676 -2.250
C 1.347 -4.909 3.781
C 1.309 4.042 3.275
H 2.925 -5.953 2.777
H -0.079 -5.151 -2.880
H 2.333 3.513 -1.800
H -3.063 4.439 4.528
C 3.315 3.273 -1.430
*
```

## Properties
Kohn-Sham gap (alpha / beta)	6.462 / 3.441	eV
<S²>	0.757
electronic energy	-136165.895	eV

Let us look at the natural (NBO) charges, expressed in e, one per atom:
1. H 0.226
2. C -0.163
3. H 0.230
4. C -0.178
5. C -0.188
6. C -0.204
7. C -0.183
8. C -0.204
9. H 0.199
10. C -0.195
11. C -0.205
12. H 0.216
13. H 0.223
14. H 0.229
15. C -0.177
16. H 0.226
17. C -0.459
18. C -0.209
19. H 0.264
20. O -1.153
21. C -0.230
22. C -0.165
23. H 0.227
24. P 2.105
25. C 0.074
26. C -0.192
27. H 0.209
28. C -0.166
29. H 0.220
30. Pb 1.518
31. H 0.227
32. C -0.359
33. C -0.268
34. H 0.226
35. C -0.209
36. C -0.235
37. C -0.322
38. C -0.179
39. H 0.227
40. H 0.225
41. H 0.229
42. C -0.201
43. C -0.166
44. C -0.462
45. N -0.899
46. H 0.231
47. H 0.224
48. O -1.193
49. H 0.227
50. H 0.228
51. C -0.296
52. H 0.201
53. C -0.210
54. H 0.241
55. C -0.144
56. N -0.545
57. C -0.212
58. C -0.244
59. H 0.226
60. C -0.222
61. H 0.254
62. C -0.207
63. C -0.355
64. C -0.173
65. H 0.225
66. H 0.224
67. C 0.417
68. H 0.228
69. Ge 1.040
70. C -0.185
71. C -0.236
72. H 0.219
73. H 0.231
74. C -0.358
75. H 0.218
76. H 0.234
77. N -0.773
78. C -0.211
79. C -0.205
80. C -0.194
81. H 0.234
82. P 1.917
83. C -0.381
84. H 0.204
85. C -0.183
86. C -0.178
87. H 0.232
88. H 0.227
89. H 0.231
90. H 0.224
91. C -0.161

***

No. 2
Entry from OMol25: C45H37HfOP2 as an isolated structure (ωB97M-V/def2-TZVPD).

Structure (ORCA input):
```
! RIJCOSX wB97M-V def2-TZVPD def2/J DEFGRID3
* xyz 3 1
C -0.789 -4.615 2.059
H -0.936 -6.754 2.114
H 2.019 2.962 3.329
H 3.699 5.808 -1.576
H 1.971 -2.287 -4.928
C -5.598 -0.870 -1.413
H -0.541 -4.491 3.117
C -5.728 2.945 -0.615
C 2.535 0.442 2.882
H 4.657 2.044 0.753
H -2.574 -3.470 -3.275
C -5.078 4.349 -2.472
H 0.363 -3.447 -6.412
C -1.101 -3.536 -0.109
P -1.109 -1.979 -1.103
C -1.003 1.860 -1.825
C 0.474 4.450 3.520
C -0.959 4.762 1.605
C 2.858 4.072 -0.592
H -4.192 1.691 0.250
H 0.750 4.710 4.540
H -1.911 -4.039 -5.595
C -1.575 -3.207 -3.625
H -1.451 -6.931 -0.347
H 1.474 0.356 3.101
C -2.177 2.223 -1.578
C 4.827 0.100 3.551
H -1.160 5.872 3.436
C -0.674 -2.534 -2.786
C 0.616 -2.244 -3.241
C -3.399 -0.955 -2.405
C 2.614 2.694 -0.701
Hf -0.070 0.395 -0.683
H 4.414 4.550 -3.595
C 2.933 1.172 1.756
C -0.226 3.809 0.904
P 1.677 1.793 0.578
H -3.374 -2.356 0.701
C 3.914 4.029 -2.772
H -5.331 5.098 -3.213
C 5.233 0.906 2.484
C 3.686 2.652 -2.865
H -3.025 4.190 -3.125
H -6.645 -0.574 -1.466
H -5.100 -0.034 -3.341
C -5.110 -1.503 -0.269
H 3.103 -0.784 4.535
C -1.268 -5.960 0.112
C -0.592 5.109 2.907
C 0.837 3.132 1.519
H -1.810 5.236 1.111
H -0.517 3.528 -0.115
H 6.292 1.125 2.370
H 5.540 -0.338 4.247
H -1.324 0.034 3.118
C -4.735 -0.575 -2.467
O -0.663 0.055 1.131
H -1.455 -4.921 -1.747
H 4.005 2.109 -3.758
C 3.506 4.736 -1.634
H -5.780 -1.709 0.573
C 3.047 1.975 -1.823
H -6.498 2.594 0.077
C -3.777 3.834 -2.419
C -3.445 2.806 -1.499
C -0.909 -3.464 1.280
H 2.851 0.897 -1.864
C -0.997 -5.871 1.482
C -6.062 3.900 -1.588
C 4.305 1.424 1.577
C -2.902 -1.601 -1.266
H -0.842 -2.477 1.729
H -7.086 4.280 -1.638
H -2.715 -0.712 -3.219
C 1.193 3.470 2.835
C -1.204 -3.536 -4.930
H 1.308 -1.762 -2.547
C -3.766 -1.865 -0.190
H 0.130 -1.001 2.741
C -0.607 -0.287 2.387
C 0.983 -2.554 -4.549
H 2.528 4.623 0.289
C 0.074 -3.201 -5.391
C -4.431 2.431 -0.528
C -1.287 -4.808 -0.679
C 3.466 -0.153 3.725
*
```

## Properties
Kohn-Sham gap	4.789	eV
energy above the lowest of the compared OMol25 structures with the same formula, charge and spin	0.0	kJ/mol
electronic energy	-69168.289	eV

Let us look at the Löwdin charges, expressed in e, one per atom:
1. C -0.051
2. H 0.127
3. H 0.109
4. H 0.129
5. H 0.123
6. C -0.046
7. H 0.120
8. C -0.050
9. C -0.131
10. H 0.115
11. H 0.122
12. C -0.032
13. H 0.128
14. C -0.335
15. P 0.998
16. C -0.156
17. C -0.037
18. C -0.046
19. C -0.054
20. H 0.116
21. H 0.125
22. H 0.131
23. C -0.091
24. H 0.129
25. H 0.064
26. C -0.113
27. C -0.023
28. H 0.127
29. C -0.394
30. C -0.119
31. C -0.110
32. C -0.399
33. Hf 1.474
34. H 0.131
35. C -0.355
36. C -0.111
37. P 0.988
38. H 0.103
39. C -0.026
40. H 0.123
41. C -0.026
42. C -0.046
43. H 0.132
44. H 0.126
45. H 0.128
46. C -0.050
47. H 0.122
48. C -0.024
49. C -0.031
50. C -0.371
51. H 0.121
52. H 0.065
53. H 0.127
54. H 0.130
55. H 0.142
56. C -0.050
57. O -0.301
58. H 0.103
59. H 0.123
60. C -0.025
61. H 0.125
62. C -0.121
63. H 0.122
64. C 0.010
65. C -0.245
66. C -0.122
67. H 0.086
68. C -0.026
69. C -0.019
70. C -0.046
71. C -0.373
72. H 0.045
73. H 0.131
74. H 0.114
75. C -0.064
76. C -0.021
77. H 0.074
78. C -0.078
79. H 0.107
80. C 0.167
81. C -0.046
82. H 0.118
83. C -0.025
84. C -0.018
85. C -0.046
86. C -0.047

***

No. 3
Entry from OMol25: C45H38AsBNO5PRu as an isolated structure (ωB97M-V/def2-TZVPD).

Structure (ORCA input):
```
! RIJCOSX wB97M-V def2-TZVPD def2/J DEFGRID3
* xyz -1 6
C 2.148 -3.867 0.477
C -2.971 2.052 0.915
C -4.554 0.774 -0.527
O 1.016 2.205 0.439
H 0.530 -0.150 7.742
C -0.288 -2.636 -4.665
H -6.205 2.273 2.002
C 1.173 -1.057 4.460
O -2.347 -2.201 -0.713
H 1.906 -3.954 6.114
C -1.035 -2.896 2.817
H 5.209 -5.395 0.074
C -3.261 -0.492 -5.286
H 0.737 4.257 0.423
H 0.492 0.711 5.398
H -2.856 0.064 2.577
H 5.694 5.019 -0.678
C -2.178 -1.129 -4.656
H 1.972 -1.025 2.399
As -0.600 -1.046 2.127
C 4.668 4.646 -0.836
C -1.395 -2.111 -5.311
C 1.223 -0.278 -0.546
C -1.958 0.026 3.217
C 4.673 -3.407 -0.592
C 0.132 -2.239 -3.409
H -1.721 -2.400 -6.339
C -4.074 2.284 1.832
C 1.180 -2.159 7.024
C 2.333 5.182 -1.128
H 2.180 -2.825 3.827
H -6.584 0.819 -0.013
C -5.360 1.987 1.408
H 0.766 3.091 -4.574
O 2.808 1.599 -0.892
H -4.677 0.148 -1.401
C 1.728 -2.339 4.729
H -0.886 1.775 -3.751
C 0.743 3.061 -3.443
C 1.355 -1.606 -0.503
C 3.650 5.583 -1.032
C -5.583 1.204 0.235
H 3.897 6.618 -0.872
C 1.236 -0.548 3.045
H 5.606 -3.062 -1.027
N -2.181 -3.468 -0.484
C 3.731 -2.391 -0.690
H 3.915 -1.426 -1.214
O -3.183 -4.134 -0.272
H -1.484 1.002 3.139
H -0.964 -3.123 3.933
H 1.198 -3.982 0.860
C 4.411 3.317 -0.751
Ru -0.513 -1.067 -0.589
H -0.343 -3.540 2.325
P -1.797 0.923 -1.229
C 2.371 -2.618 -0.247
C 1.959 3.767 -1.281
O -0.991 -3.897 -0.420
H 2.620 3.868 -3.499
B 1.577 1.213 -0.365
H -1.260 4.344 -0.646
C -0.958 2.451 -1.707
C -0.672 -1.339 -2.643
H -4.598 1.166 -5.311
C 3.164 2.897 -0.869
C 0.771 3.492 -0.343
C -1.749 -0.742 -3.298
H -3.910 2.993 2.624
C 0.732 -0.307 5.528
H 2.897 -5.722 1.101
C 0.745 -0.829 6.844
C -0.593 3.483 -0.888
C 1.664 -2.898 5.943
H -2.030 -0.273 4.217
H -2.088 -3.155 2.541
H 0.940 -2.745 -2.930
H 0.283 -3.418 -5.252
H 1.401 0.489 2.912
C 4.420 -4.614 0.091
C -2.472 0.375 -2.780
H -3.700 2.060 -3.053
H 1.468 5.867 -1.027
C -0.420 2.410 -3.021
C -3.243 1.291 -0.194
C 3.140 -4.801 0.585
H 1.225 -2.685 7.963
C -3.922 0.604 -4.734
C 1.800 3.645 -2.819
H 5.139 2.560 -0.657
H -3.658 -0.903 -6.225
H -1.935 2.240 1.232
C -3.433 1.067 -3.486
*
```

## Properties
Kohn-Sham gap (alpha / beta)	4.356 / 6.209	eV
<S²>	8.822
energy above the lowest of the compared OMol25 structures with the same formula, charge and spin	329.0	kJ/mol
electronic energy	-132386.499	eV

Let us look at the Löwdin charges, expressed in e, one per atom:
1. C -0.027
2. C -0.121
3. C -0.074
4. O 0.076
5. H 0.120
6. C -0.113
7. H 0.085
8. C -0.315
9. O -0.213
10. H 0.111
11. C -0.283
12. H 0.106
13. C -0.047
14. H 0.137
15. H 0.095
16. H 0.014
17. H 0.103
18. C -0.162
19. H 0.059
20. As 1.231
21. C -0.114
22. C -0.061
23. C -0.144
24. C -0.255
25. C -0.103
26. C -0.078
27. H 0.112
28. C -0.091
29. C -0.104
30. C -0.037
31. H 0.128
32. H 0.106
33. C -0.092
34. H 0.108
35. O 0.162
36. H 0.102
37. C -0.081
38. H 0.078
39. C -0.145
40. C -0.269
41. C -0.104
42. C -0.097
43. H 0.087
44. C -0.227
45. H 0.095
46. N -0.538
47. C -0.024
48. H 0.127
49. O 0.024
50. H 0.004
51. H 0.045
52. H 0.049
53. C -0.053
54. Ru 1.020
55. H -0.032
56. P 1.035
57. C -0.176
58. C -0.302
59. O -0.050
60. H 0.106
61. B -0.632
62. H 0.121
63. C -0.403
64. C -0.177
65. H 0.078
66. C -0.186
67. C -0.183
68. C -0.202
69. H 0.092
70. C -0.070
71. H 0.102
72. C -0.072
73. C -0.073
74. C -0.121
75. H -0.005
76. H 0.038
77. H 0.080
78. H 0.114
79. H 0.055
80. C -0.092
81. C -0.359
82. H 0.129
83. H 0.128
84. C -0.132
85. C -0.322
86. C -0.112
87. H 0.087
88. C -0.062
89. C -0.035
90. H 0.114
91. H 0.108
92. H 0.100
93. C -0.099

***

Which of these has the highest electronic energy? C45H37HfOP2